# 1
Density functional theory data (ωB97M-V with the def2-TZVPD basis set) for the molecule C2H4N4O in a non-equilibrium geometry.

As for the orbital gap: 9.9 eV. The calculation puts the energy above the lowest of the compared OMol25 structures with the same formula, charge and spin at 366.58 kJ/mol. The HOMO energy is -9.2 eV. For the maximum force, the calculation gives 3.546 eV/Å. The value obtained for the total energy is -372.76071 Ha. The total charge is 0. The LUMO energy is 0.673 eV. As for the SMILES: Nc1[nH]nnc1O.

Each line ends with the natural charge from an NBO analysis.
CARTESIAN COORDINATES (ANGSTROEM)
N -1.88340 -0.51135 0.07314  -0.84
C -0.51602 -0.00649 -0.27075  0.16
N -0.26454 1.42585 0.01375  -0.38
N 1.03932 1.69744 -0.03019  -0.03
N 1.71362 0.59877 0.04107  -0.34
C 0.83935 -0.48452 -0.05329  0.35
O 1.46781 -1.71917 0.01414  -0.65
H -1.73648 -1.07870 0.86360  0.37
H -2.44960 -1.15457 -0.64044  0.39
H -0.56488 2.46749 0.11692  0.46
H 2.35482 -1.23476 -0.12794  0.50



# 2
Density functional theory data (ωB97M-V with the def2-TZVPD basis set) for a structure of composition C47H39AuN5OP2S in a non-equilibrium geometry.

Its multiplicity is 3. As for the orbital gap (alpha / beta): 6.4 / 2.6 eV. The HOMO energy (alpha / beta) is -14.9 / -14.9 eV. For the maximum force, the calculation gives 3.052 eV/Å. The value obtained for the total energy is -3379.01418 Ha. The expectation value of S² is 2.019. The total charge is +3. The LUMO energy (alpha / beta) is -8.515 / -12.288 eV.

Each line ends with the Löwdin charge.
CARTESIAN COORDINATES (ANGSTROEM)
Au -0.32280 0.21510 0.84190  0.75
O 2.73830 -0.57440 -2.74500  -0.25
S 2.08420 -0.23790 -1.49950  1.00
C 2.73910 -1.42300 -0.27020  -0.33
C 4.08830 -1.62430 -0.05620  -0.03
C 4.49720 -2.67970 0.74810  0.00
C 3.56280 -3.53940 1.30180  0.00
C 2.20860 -3.34180 1.08380  -0.04
C 1.79080 -2.27000 0.29760  -0.35
P 0.05470 -2.03560 -0.18870  1.04
C -0.00080 -2.99490 -1.73800  -0.35
C 0.08050 -2.42590 -3.00280  -0.10
C 0.20290 -3.25270 -4.10780  -0.03
C 0.21620 -4.63240 -3.95330  -0.02
C 0.11530 -5.19320 -2.68840  -0.03
C 0.01080 -4.38680 -1.57390  -0.08
C -1.00740 -2.92000 0.96590  -0.39
C -0.72970 -2.96850 2.33470  -0.13
C -1.59040 -3.64010 3.18030  -0.04
C -2.74120 -4.23870 2.67800  -0.01
C -3.03750 -4.15970 1.32320  -0.02
C -2.18820 -3.48290 0.46900  -0.07
C 2.83900 1.32080 -0.92660  -0.35
C 4.19290 1.57530 -1.01940  -0.04
C 4.69450 2.76400 -0.50310  0.00
C 3.83520 3.70460 0.04640  0.00
C 2.46460 3.49390 0.03780  -0.02
C 1.95620 2.29870 -0.46760  -0.35
P 0.18080 1.98140 -0.64760  0.97
C -0.62540 3.46770 -0.01190  -0.38
C -0.81230 3.58610 1.36690  -0.11
C -1.33070 4.75370 1.89150  -0.04
C -1.68130 5.79720 1.04240  -0.02
C -1.49640 5.67730 -0.32680  -0.03
C -0.97640 4.51380 -0.86570  -0.05
C -0.17970 1.87100 -2.41240  -0.40
C -1.49760 1.56230 -2.77150  -0.09
C -1.85890 1.55330 -4.10400  -0.04
C -0.90880 1.81800 -5.08330  -0.02
C 0.40350 2.10160 -4.72550  -0.03
C 0.77810 2.12940 -3.39460  -0.08
H 4.82080 -0.99040 -0.52320  0.11
H 5.55140 -2.83820 0.91620  0.13
H 3.88710 -4.38640 1.88690  0.13
H 1.47920 -4.02870 1.48920  0.12
H 0.04250 -1.35260 -3.13090  0.09
H 0.28780 -2.82390 -5.09380  0.12
H 0.29520 -5.27330 -4.81830  0.13
H 0.12260 -6.26620 -2.56350  0.13
H -0.05410 -4.82600 -0.58850  0.11
H 0.16490 -2.50020 2.72110  0.09
H -1.36700 -3.70650 4.23310  0.12
H -3.40970 -4.75980 3.34670  0.13
H -3.92950 -4.62680 0.93720  0.13
H -2.41730 -3.41030 -0.58510  0.12
H 4.84030 0.87280 -1.51840  0.12
H 5.75630 2.95430 -0.54540  0.14
H 4.23010 4.63170 0.43430  0.13
H 1.78880 4.26470 0.38030  0.12
H -0.55420 2.75430 2.01300  0.07
H -1.47060 4.85010 2.95720  0.12
H -2.10790 6.70040 1.44930  0.13
H -1.75420 6.49420 -0.98260  0.13
H -0.82820 4.41880 -1.93120  0.12
H -2.22640 1.33900 -2.00110  0.11
H -2.87950 1.33800 -4.38730  0.13
H -1.18950 1.80460 -6.12630  0.13
H 1.13890 2.31310 -5.48540  0.13
H 1.79270 2.37910 -3.12360  0.11
C 2.13130 0.46570 3.30230  0.01
C 0.76040 0.27180 3.83250  -0.36
N -0.30620 0.05840 3.08010  -0.05
C -1.36780 -0.11950 3.92200  -0.11
C -0.93290 -0.01130 5.20420  0.00
N 0.41720 0.23720 5.13740  0.01
C 1.25900 0.53030 6.27660  -0.05
N 0.85130 1.74740 6.91770  -0.07
N 0.40650 1.75530 8.17570  0.06
N 0.12630 2.91170 8.53690  0.09
C 0.36950 3.80830 7.54890  -0.20
C 0.24080 5.19040 7.46370  0.02
C 0.55580 5.77940 6.25790  -0.06
C 0.99250 5.02090 5.16510  -0.09
C 1.13040 3.64790 5.23130  -0.03
C 0.83620 3.04130 6.44520  -0.15
H 2.07640 0.80850 2.27020  0.05
H 2.68460 -0.47460 3.31600  0.10
H 2.69470 1.19500 3.87910  0.08
H -2.35090 -0.31510 3.54460  0.12
H -1.46250 -0.07370 6.13340  0.14
H 2.29980 0.60620 5.94420  0.14
H 1.17960 -0.26060 7.03130  0.16
H -0.06830 5.76160 8.32210  0.13
H 0.47070 6.84880 6.14880  0.11
H 1.22140 5.53030 4.24040  0.10
H 1.43220 3.08630 4.36030  0.08



# 3
Density functional theory data (ωB97M-V with the def2-TZVPD basis set) for a cluster of 2 separate species, C2H4ClNO in total in a non-equilibrium geometry.

As for the orbital gap (alpha / beta): 7.4 / 8.1 eV. The calculation puts the energy above the lowest of the compared OMol25 structures with the same formula, charge and spin at 517.93 kJ/mol. The HOMO energy (alpha / beta) is -7.8 / -9.0 eV. For the maximum force, the calculation gives 4.054 eV/Å. The value obtained for the total energy is -668.60687 Ha. The total charge is 0. The LUMO energy (alpha / beta) is -0.417 / -0.844 eV.

Each line ends with the natural charge from an NBO analysis.
CARTESIAN COORDINATES (ANGSTROEM)
C -0.86139 0.75442 0.06041  -0.71
C -0.09583 0.01825 -0.87163  -0.15
N 1.40110 2.12983 1.33047  0.21
O 2.22085 1.28633 1.43877  -0.19
Cl 0.78466 0.82077 -2.19259  -0.05
H 0.06861 1.41513 0.62903  0.22
H -1.46115 1.55865 -0.52415  0.24
H -1.13569 0.19631 0.94182  0.25
H 0.46328 -0.82899 -0.41732  0.18



# 4
Density functional theory data (ωB97M-V with the def2-TZVPD basis set) for a cluster of 3 separate species, C5H10NO2 in total in a non-equilibrium geometry.

Its multiplicity is 2. As for the orbital gap (alpha / beta): 5.4 / 5.2 eV. The calculation puts the energy above the lowest of the compared OMol25 structures with the same formula, charge and spin at 368.75 kJ/mol. The HOMO energy (alpha / beta) is 1.6 / 1.6 eV. For the maximum force, the calculation gives 3.188 eV/Å. The value obtained for the total energy is -401.54306 Ha. The expectation value of S² is 0.760. The total charge is -2. The LUMO energy (alpha / beta) is 6.913 / 6.807 eV.

Each line ends with the natural charge from an NBO analysis.
CARTESIAN COORDINATES (ANGSTROEM)
C 0.03519 0.46740 0.22669  -0.67
C -1.33597 1.06748 -0.12066  -0.43
C -2.48400 0.26490 -0.07333  -0.24
C -2.50154 -1.12895 -0.03881  -0.75
N 2.95028 -0.90178 0.26026  -0.99
C 3.03934 0.56375 -0.05287  0.89
O 2.63980 1.24281 0.91050  -0.81
O 3.56120 0.77206 -1.15596  -0.81
H -0.22701 0.01728 1.19317  0.17
H 0.72207 1.28539 0.24220  0.25
H 0.31216 -0.24101 -0.56815  0.20
H -1.54295 2.09419 0.23563  0.14
H -2.12456 -0.38563 -1.93357  -0.19
H -3.42010 0.83584 -0.05679  0.16
H 2.45506 -0.97163 1.13323  0.37
H -3.42868 -1.70029 0.09419  0.16
H -1.57073 -1.66614 0.14508  0.18
H 2.92045 -1.61568 -0.44082  0.35